(1)
Density functional theory data (ωB97M-V with the def2-TZVPD basis set) for the ion C4H10N3 with charge +1.

CARTESIAN COORDINATES (ANGSTROEM)
1 C 2.617 0.660 -0.148
2 N 1.582 0.207 0.455
3 C 0.427 -0.487 0.129
4 N 0.659 -1.877 0.121
5 N -0.738 0.093 0.177
6 C -2.034 -0.562 -0.066
7 C -0.754 1.545 0.098
8 H 3.245 1.176 0.494
9 H 2.849 0.476 -1.294
10 H 1.523 -2.297 0.079
11 H -0.071 -2.547 0.133
12 H -2.364 -0.098 -1.074
13 H -2.003 -1.647 -0.177
14 H -2.632 -0.346 0.787
15 H -1.703 1.774 0.574
16 H 0.129 2.013 0.579
17 H -0.733 1.917 -0.865

SMILES string: C=NC(=[NH2+])N(C)C
M in g/mol: 100.14
Gap between HOMO and LUMO in eV: 10.78
Charge: +1


(2)
Density functional theory data (ωB97M-V with the def2-TZVPD basis set) for the ion C2H3IN with charge +1.

CARTESIAN COORDINATES (ANGSTROEM)
1 C 1.163 0.555 0.121
2 N 0.101 0.023 0.437
3 C -1.081 -0.766 -0.042
4 I -2.923 0.127 -0.058
5 H 1.593 0.703 -0.932
6 H 1.957 1.064 0.765
7 H -0.810 -1.705 -0.291

SMILES string: C=[N+]=CI
M in g/mol: 167.96
Gap between HOMO and LUMO in eV: 8.22
Charge: +1


(3)
Density functional theory data (ωB97M-V with the def2-TZVPD basis set) for a structure of composition C8H17IN.

CARTESIAN COORDINATES (ANGSTROEM)
1 C -0.732 0.145 0.540
2 C 0.218 -0.960 -0.139
3 C 1.291 0.125 -0.298
4 C -1.462 -0.347 1.766
5 C -0.290 -1.534 -1.408
6 C 0.620 -2.127 0.795
7 C 1.097 0.928 -2.077
8 C 0.335 2.502 0.664
9 N 0.455 1.014 0.744
10 I 3.319 -0.061 0.120
11 H -1.515 0.608 -0.091
12 H -0.825 -0.784 2.546
13 H -2.189 -1.187 1.481
14 H -1.924 0.519 2.249
15 H -1.238 -1.966 -1.310
16 H 0.384 -2.394 -1.882
17 H -0.413 -0.652 -2.098
18 H 1.096 -3.028 0.335
19 H -0.410 -2.441 1.301
20 H 1.296 -1.731 1.616
21 H 1.835 1.678 -2.051
22 H 0.195 1.509 -2.226
23 H 1.235 0.001 -2.651
24 H -0.719 2.656 0.843
25 H 0.925 2.960 1.519
26 H 0.692 2.987 -0.315
27 H 0.745 0.823 1.755

M in g/mol: 254.14
Gap between HOMO and LUMO in eV: 10.33
Charge: +1


(4)
Density functional theory data (ωB97M-V with the def2-TZVPD basis set) for a structure of composition C6H15NO.

CARTESIAN COORDINATES (ANGSTROEM)
1 C 1.973 1.085 -0.160
2 N 1.834 0.443 -1.440
3 C 1.330 0.454 1.020
4 C 1.464 -0.946 1.171
5 O 3.142 0.872 0.606
6 H 2.697 -0.530 0.972
7 H 1.742 2.147 -0.272
8 H 2.276 -0.470 -1.434
9 H 2.297 0.993 -2.154
10 H 1.056 1.099 1.846
11 H 1.229 -1.570 0.314
12 H 1.262 -1.378 2.143
13 C -1.837 0.050 -0.772
14 C -2.167 0.866 0.478
15 C -2.031 -1.451 -0.557
16 H -2.470 0.384 -1.600
17 H -0.805 0.245 -1.075
18 H -1.542 0.555 1.320
19 H -1.410 -1.811 0.267
20 H -3.071 -1.683 -0.311
21 H -1.999 1.933 0.315
22 H -3.211 0.734 0.772
23 H -1.758 -2.019 -1.449

M in g/mol: 117.19
Gap between HOMO and LUMO in eV: 9.52


(5)
Density functional theory data (ωB97M-V with the def2-TZVPD basis set) for a cluster of 2 separate species, C5H10N3O in total.

CARTESIAN COORDINATES (ANGSTROEM)
1 C 2.108 0.271 0.949
2 C 1.072 0.230 2.024
3 C -1.517 -0.965 -1.365
4 C 3.424 0.518 1.143
5 C -2.193 0.648 -3.042
6 N 0.050 -0.405 1.672
7 N -2.140 -0.331 -2.127
8 N -1.090 -1.561 -0.403
9 O -1.167 -0.402 2.414
10 H 1.796 -0.003 -0.168
11 H 1.337 0.840 2.979
12 H 3.660 0.850 2.172
13 H 4.179 0.581 0.451
14 H -3.244 0.705 -3.503
15 H -1.951 1.621 -2.443
16 H -1.375 0.739 -3.807
17 H -1.088 -2.597 -0.423
18 H -0.549 -1.064 0.430
19 H -1.312 0.322 3.049

M in g/mol: 128.16
Gap between HOMO and LUMO in eV: 10.10
Charge: +1


(6)
Density functional theory data (ωB97M-V with the def2-TZVPD basis set) for an isolated molecule of C5H4.

CARTESIAN COORDINATES (ANGSTROEM)
1 C 1.323 1.551 2.034
2 C 0.287 -0.289 -0.091
3 C 0.653 0.668 1.228
4 C 0.407 -1.181 -1.339
5 C -0.541 0.775 0.261
6 H -0.532 -1.372 -1.726
7 H 0.740 -2.295 -1.103
8 H -1.504 0.417 0.863
9 H -0.834 1.727 -0.127

M in g/mol: 64.09
Gap between HOMO and LUMO (spin up / spin down) in eV: 8.69 / 8.69


(7)
Density functional theory data (ωB97M-V with the def2-TZVPD basis set) for a structure of composition C24H31BN9OSn.

CARTESIAN COORDINATES (ANGSTROEM)
1 Sn 0.461 -0.029 -0.041
2 C 0.739 2.661 2.693
3 C -0.594 2.299 2.130
4 C -1.797 2.976 2.298
5 C -2.766 2.152 1.750
6 N -2.179 1.041 1.283
7 N -0.834 1.137 1.485
8 B -2.763 -0.322 0.834
9 N -2.620 -0.408 -0.702
10 C -3.546 -0.499 -1.667
11 C -2.911 -0.699 -2.880
12 C -1.549 -0.710 -2.586
13 C -0.400 -0.939 -3.509
14 N -1.397 -0.536 -1.267
15 N -1.901 -1.438 1.495
16 C -2.258 -2.322 2.440
17 C -1.145 -3.054 2.814
18 C -0.097 -2.550 2.046
19 C 1.342 -2.948 2.028
20 N -0.578 -1.583 1.259
21 N -4.204 -0.544 1.239
22 C -4.957 -1.628 0.885
23 C -6.173 -1.495 1.492
24 C -6.098 -0.283 2.225
25 C -7.147 0.340 3.079
26 N -4.908 0.268 2.061
27 H 1.131 3.579 2.254
28 H 1.450 1.845 2.565
29 H 0.628 2.843 3.761
30 H -1.942 3.932 2.774
31 H -3.831 2.286 1.703
32 H -4.597 -0.407 -1.448
33 H -3.367 -0.818 -3.848
34 H -0.414 -0.228 -4.334
35 H -0.473 -1.936 -3.943
36 H 0.551 -0.862 -2.977
37 H -3.272 -2.383 2.802
38 H -1.098 -3.842 3.547
39 H 1.578 -3.544 2.905
40 H 1.994 -2.070 2.028
41 H 1.570 -3.546 1.142
42 H -4.555 -2.406 0.252
43 H -7.016 -2.164 1.430
44 H -8.035 -0.283 3.123
45 H -7.422 1.325 2.697
46 H -6.774 0.505 4.091
47 O 1.017 1.956 -1.579
48 C 1.150 3.285 -1.062
49 C 2.587 3.514 -0.645
50 C 3.053 2.455 0.385
51 C 3.712 1.233 -0.215
52 C 5.035 1.285 -0.643
53 C 5.628 0.163 -1.198
54 C 4.897 -1.014 -1.313
55 C 3.594 -1.012 -0.870
56 N 3.028 0.083 -0.341
57 H 1.508 1.901 -2.410
58 H 0.481 3.352 -0.202
59 H 0.829 4.023 -1.798
60 H 2.648 4.509 -0.204
61 H 3.238 3.509 -1.523
62 H 2.195 2.126 0.963
63 H 3.766 2.918 1.066
64 H 5.583 2.210 -0.521
65 H 6.652 0.206 -1.547
66 H 5.327 -1.912 -1.733
67 H 2.972 -1.896 -0.946

2S+1: 2
<S²>: 0.756
M in g/mol: 591.10
Gap between HOMO and LUMO (spin up / spin down) in eV: 7.53 / 4.68
Charge: +2